# 1
Density functional theory data (ωB97M-V/def2-TZVPD) for a structure of composition C20H13Cl3N2O6Tc in a non-equilibrium geometry.

Atoms and positions in Å:
Tc  1.3456  -0.0700  -0.4408
Cl  5.9745  -1.5931  -5.6138
C  4.6288  -1.1322  -4.6547
C  4.8124  -0.8968  -3.3001
C  3.6960  -0.5407  -2.5833
Cl  3.7512  -0.1954  -0.8568
C  2.4285  -0.4096  -3.1210
O  1.3916  -0.0422  -2.3125
C  2.2748  -0.6485  -4.4743
Cl  0.7166  -0.4975  -5.1824
C  3.3755  -1.0064  -5.2366
H  5.7869  -1.0019  -2.8424
H  3.2483  -1.1897  -6.2949
O  -0.4231  -0.9994  3.0194
C  -0.6271  -1.1358  1.8526
O  0.2409  -0.7396  0.9151
C  -1.9248  -1.7231  1.3523
C  -2.4782  -1.3685  0.0756
C  -3.6783  -1.8524  -0.3747
C  -4.3240  -2.7262  0.4935
O  -5.4705  -3.3378  0.3358
C  -5.7048  -4.1528  1.4945
O  -4.5827  -3.9250  2.3590
C  -3.7700  -3.0895  1.7592
C  -2.5602  -2.5804  2.2144
H  -1.9365  -0.6756  -0.5530
H  -4.1008  -1.5865  -1.3332
H  -5.7408  -5.1997  1.2051
H  -6.6223  -3.8435  1.9880
H  -2.1423  -2.8326  3.1801
N  -0.2159  3.2009  4.2370
C  -0.4064  3.8391  3.0591
O  -1.2990  4.6200  2.8284
C  0.5611  3.4923  1.9518
C  1.2152  4.4937  1.2459
C  2.0246  4.1360  0.1822
C  2.1006  2.8109  -0.1893
N  1.4210  1.8459  0.4549
C  0.6842  2.1852  1.5300
H  -0.8272  3.4276  5.0055
H  0.5913  2.6332  4.4235
H  1.0875  5.5308  1.5304
H  2.5827  4.8756  -0.3738
H  2.7040  2.5077  -1.0342
H  0.1912  1.3935  2.0783

Forces on atoms 1 to 3 (eV/Å):
Tc 0.82 0.81 -0.54
Cl 0.00 0.00 -0.02
C -0.02 0.01 -0.05

Spin multiplicity   4
Max |F|   1.274 eV/A
HOMO level (alpha / beta)   -13.9 / -14.0 eV
Gap between HOMO and LUMO (alpha / beta)   0.25964 / 0.16821 hartree
Charge   +2



# 2
Density functional theory data (ωB97M-V/def2-TZVPD) for the ion C20H13F4N2 with charge +1 in a non-equilibrium geometry.

Atoms and positions in Å:
F  -2.7953  2.6025  3.1829
C  -2.7480  1.2264  3.1563
C  -3.9434  0.5397  2.9926
C  -3.8386  -0.8461  2.9223
F  -4.9851  -1.5769  2.7048
C  -2.6198  -1.5203  3.0032
C  -1.4317  -0.7863  3.0656
C  -0.1378  -1.5664  2.8642
C  1.1833  -0.8039  2.8311
C  2.3388  -1.5608  3.0670
C  3.5739  -0.9159  3.1073
F  4.7172  -1.6778  3.2073
C  3.7124  0.4668  2.9902
C  2.5674  1.1510  2.6078
F  2.6557  2.5115  2.4007
C  1.3287  0.5222  2.4143
N  -0.1695  -2.3094  1.6393
C  0.2422  -1.8447  0.4517
N  0.1229  -2.8303  -0.4487
C  -0.4228  -3.9604  0.1711
C  -0.7822  -5.2001  -0.3358
C  -1.4283  -6.0765  0.5509
C  -1.6711  -5.7283  1.8883
C  -1.2245  -4.4950  2.3925
C  -0.6410  -3.6261  1.4827
C  -1.5042  0.5974  3.2721
H  -4.9039  1.0455  2.9020
H  -2.5990  -2.6091  2.9562
H  -0.0813  -2.3235  3.6522
H  2.2755  -2.6417  3.1908
H  4.6850  0.9551  3.0791
H  0.5210  1.0779  1.9396
H  0.6611  -0.8657  0.2657
H  0.3856  -2.7335  -1.4246
H  -0.5529  -5.4244  -1.3770
H  -1.7600  -7.0567  0.2135
H  -2.2060  -6.4132  2.5428
H  -1.3257  -4.1736  3.4235
H  -0.6241  1.2095  3.4572

Forces on atoms 1 to 3 (eV/Å):
F 0.15 -1.59 0.14
C -0.07 0.78 0.26
C 0.21 -0.24 -0.13

Relative energy (zero: lowest compared OMol25 entry of this formula, charge and spin)   0.0 kcal/mol
Max |F|   1.885 eV/A
HOMO level   -12.5 eV
Gap between HOMO and LUMO   0.32261 hartree
Charge   +1



# 3
Density functional theory data (ωB97M-V/def2-TZVPD) for a structure of composition C20H14BrIrN3O4Te in a non-equilibrium geometry.

Atoms and positions in Å:
Ir  0.2029  -0.3665  1.8441
O  -0.9977  -3.5335  -2.7855
C  -0.8991  -2.2856  -3.2652
C  -1.0068  -2.1333  -4.6485
C  -0.9292  -0.8860  -5.2302
C  -0.7444  0.2480  -4.4430
C  -0.6265  0.1139  -3.0782
C  -0.6940  -1.1411  -2.4596
C  -0.5109  -1.1904  -1.0029
O  -0.2386  -0.1343  -0.3611
N  -0.6575  -2.3755  -0.3696
N  -0.4467  -2.2936  0.9169
C  -0.4802  -3.4082  1.7013
C  -0.0656  -3.2579  3.0127
C  -0.0444  -4.3270  3.9502
C  0.3557  -4.0991  5.2329
C  0.7534  -2.7971  5.6011
C  0.7277  -1.7979  4.6488
N  0.3389  -1.9884  3.3904
H  -0.9188  -3.4874  -1.8080
H  -1.1542  -3.0264  -5.2417
H  -1.0112  -0.7903  -6.3052
H  -0.6965  1.2275  -4.9002
H  -0.4811  0.9786  -2.4447
H  -0.8004  -4.3636  1.2984
H  -0.3556  -5.3080  3.6160
H  0.3645  -4.8991  5.9603
H  1.0799  -2.5716  6.6055
H  1.0317  -0.7893  4.9027
Te  -1.5852  1.2996  2.9706
Br  -0.1567  7.6248  -0.5253
C  0.4461  5.8381  -0.7368
C  1.1457  5.4884  -1.8813
C  1.5919  4.1834  -2.0268
C  1.3449  3.2441  -1.0385
C  0.6264  3.6081  0.0934
C  0.1672  4.9115  0.2499
C  0.3054  2.5670  1.1105
O  -0.8534  2.7256  1.6625
O  1.1023  1.6513  1.3528
H  1.3369  6.2320  -2.6424
H  2.1359  3.8958  -2.9167
H  1.6933  2.2241  -1.1391
H  -0.3959  5.1891  1.1294

Forces on atoms 1 to 3 (eV/Å):
Ir -0.52 0.07 0.26
O 0.04 -0.14 0.34
C 0.02 0.47 0.02

Relative energy (zero: lowest compared OMol25 entry of this formula, charge and spin)   39.3 kcal/mol
Spin multiplicity   6
Max |F|   1.667 eV/A
HOMO level (alpha / beta)   -6.4 / -7.8 eV
Gap between HOMO and LUMO (alpha / beta)   0.22862 / 0.18539 hartree



# 4
Density functional theory data (ωB97M-V/def2-TZVPD) for an isolated molecule of C20H14BrN3 in a non-equilibrium geometry.

Atoms and positions in Å:
Br  -1.4099  -5.8051  -4.8810
C  -1.2385  -4.6283  -3.3522
C  -0.7621  -5.1350  -2.1769
C  -0.6853  -4.2748  -1.0657
C  -0.8919  -2.9093  -1.1172
C  -0.4936  -1.9537  -0.0547
C  -0.2886  -0.6428  -0.3531
N  -0.0525  -0.0475  0.8481
C  -0.1920  -1.0229  1.8362
N  -0.4342  -2.1318  1.2366
C  -0.0568  -0.5960  3.2380
C  -0.4706  0.8918  3.4927
C  0.1773  1.7975  2.4108
C  0.4799  3.1674  2.7198
C  1.0535  3.9893  1.8230
C  1.2790  3.5081  0.5316
C  1.6843  4.4148  -0.4731
C  1.6795  3.9300  -1.8111
C  1.3241  2.5791  -2.0967
N  0.9126  1.7939  -1.1584
C  0.8238  2.2183  0.1222
C  0.2325  1.3251  1.0476
C  -1.5053  -2.5478  -2.2983
C  -1.7434  -3.3364  -3.3564
H  -0.4506  -6.1499  -2.1508
H  -0.1198  -4.5905  -0.1291
H  -0.4226  -0.2616  -1.3927
H  -0.8088  -1.2403  3.7855
H  1.0341  -0.7201  3.3553
H  -1.6073  0.9932  3.5497
H  -0.1333  1.2084  4.4912
H  0.3651  3.5391  3.7118
H  1.2420  4.9801  2.1571
H  2.0413  5.4981  -0.1907
H  2.1375  4.4375  -2.6009
H  1.5441  2.2559  -3.0790
H  -1.8044  -1.4852  -2.4515
H  -2.4393  -3.0486  -4.1676

Forces on atoms 1 to 3 (eV/Å):
Br 0.03 0.60 0.56
C -0.82 -0.58 -0.36
C 0.00 0.83 0.65

Relative energy (zero: lowest compared OMol25 entry of this formula, charge and spin)   0.0 kcal/mol
Max |F|   4.736 eV/A
HOMO level   -7.8 eV
Gap between HOMO and LUMO   0.27720 hartree



# 5
Density functional theory data (ωB97M-V/def2-TZVPD) for a structure of composition C20H15Cl2IN3O5PtS in a non-equilibrium geometry.

Atoms and positions in Å:
Pt  0.7230  1.1806  -0.9770
N  -3.2942  0.3707  -0.7198
C  -3.0083  -0.7441  -1.4715
C  -3.8114  -1.6927  -2.0691
C  -3.1777  -2.7063  -2.7895
C  -1.7967  -2.7732  -2.8891
C  -0.9782  -1.8107  -2.3151
C  -1.6002  -0.7770  -1.6193
N  -1.0736  0.3087  -0.9933
C  -2.1022  1.0173  -0.4429
C  -1.9018  2.2317  0.2297
C  -2.7663  3.0181  0.9974
S  -1.9071  4.3734  1.6643
C  -0.4824  3.8391  0.8286
N  -0.6426  2.7666  0.1564
H  -4.2021  0.6942  -0.4373
H  -4.8871  -1.6401  -1.9977
H  -3.7816  -3.4510  -3.2870
H  -1.3531  -3.5911  -3.4386
H  0.0969  -1.8548  -2.4013
H  -3.7797  2.8304  1.2777
H  0.4445  4.3735  0.8882
Cl  2.6386  -0.1650  -2.4859
C  3.9264  1.0272  -2.3161
Cl  5.4666  0.2164  -2.0428
C  3.6779  2.1038  -1.1694
O  4.6526  2.7511  -0.8594
O  2.5048  2.2410  -0.7518
H  4.0175  1.5616  -3.2643
O  2.2059  -2.7300  1.2660
C  1.6891  -2.3732  2.4528
C  1.7099  -3.2924  3.5043
C  1.1927  -2.9535  4.7372
C  0.6624  -1.6896  4.9562
C  0.6274  -0.7779  3.9206
C  1.1259  -1.1058  2.6655
C  0.9916  -0.0998  1.5655
O  0.4136  0.9636  1.7770
O  1.4768  -0.4144  0.4220
H  2.0760  -1.9482  0.6635
H  2.1312  -4.2706  3.3216
H  1.2007  -3.6827  5.5366
H  0.2714  -1.4227  5.9279
H  0.2099  0.2110  4.0506
I  1.4637  3.4262  -3.6242
C  0.0318  2.1762  -2.6383
H  -0.8027  2.8443  -2.4245
H  -0.2795  1.4403  -3.3846

Forces on atoms 1 to 3 (eV/Å):
Pt 1.10 -1.18 -1.51
N 0.85 0.75 0.39
C 0.64 -0.20 -0.18

Relative energy (zero: lowest compared OMol25 entry of this formula, charge and spin)   46.1 kcal/mol
Max |F|   4.032 eV/A
HOMO level   -3.4 eV
Gap between HOMO and LUMO   0.18701 hartree
Charge   -1



- Which value of max |F| does entry 5 give?
  4.032 eV/A